{
  "formula": "C34H54EuN4P2Si2",
  "method": "ωB97M-V/def2-TZVPD",
  "homo_lumo_gap_ha": [0.228, 0.228],
  "s_squared": 15.76,
  "spin_multiplicity": 8,
  "energy_ha": -3518.8047,
  "symbols": ["Eu", "C", "C", "C", "C", "C", "C", "C", "C", "C", "H", "H", "H", "H", "H", "H", "H", "H", "H", "H", "H", "H", "H", "H", "H", "P", "P", "N", "N", "N", "N", "C", "C", "C", "C", "C", "C", "C", "C", "C", "C", "C", "C", "C", "C", "C", "C", "C", "C", "H", "H", "H", "H", "H", "H", "H", "H", "H", "H", "H", "H", "H", "H", "H", "H", "H", "H", "H", "H", "C", "Si", "C", "C", "C", "Si", "C", "C", "C", "H", "H", "H", "H", "H", "H", "H", "H", "H", "H", "H", "H", "H", "H", "H", "H", "H", "H", "H"],
  "positions_angstrom": [[2.27649, 1.05589, 0.46468], [-0.95301, -1.28569, 3.77512], [-0.71460, -1.53618, 2.47895], [-1.35949, -0.83871, 1.32375], [-1.34741, 0.69371, 1.45800], [-2.62981, 1.22765, 2.05434], [-3.46994, 0.58953, 2.88490], [-3.43959, -0.82388, 3.42599], [-2.28793, -1.12601, 4.41490], [1.54497, 3.33380, 0.07278], [-0.16959, -1.47356, 4.49780], [0.08165, -2.21776, 2.15591], [-2.38475, -1.20592, 1.13199], [-0.79113, -1.07063, 0.41045], [-0.53927, 1.09349, 2.09670], [-1.14591, 1.16992, 0.48042], [-2.78320, 2.31208, 1.91141], [-4.28791, 1.15118, 3.34298], [-3.43693, -1.59343, 2.64275], [-4.37102, -1.01051, 3.99491], [-2.33059, -0.39675, 5.24111], [-2.46308, -2.12643, 4.84695], [2.16019, 4.11168, 0.54186], [0.50307, 3.42739, 0.40251], [1.58615, 3.45940, -1.02112], [-2.15659, 0.44642, -2.97334], [0.15600, -2.55278, -2.58659], [-3.75659, 0.52323, -2.27135], [-2.76914, 1.18455, -4.55511], [-0.89466, -3.85556, -1.99173], [1.01819, -3.62759, -3.72741], [-2.31795, -1.31151, -3.49964], [-0.97441, -1.92501, -3.93572], [-4.15597, 1.63970, -1.52147], [-5.54022, 1.64730, -1.44296], [-6.01830, 0.51444, -2.17210], [-4.91235, -0.15538, -2.67595], [-2.15692, 2.29575, -5.13218], [-2.71722, 2.51728, -6.38678], [-3.70677, 1.50791, -6.59570], [-3.72378, 0.71069, -5.45349], [-0.77334, -4.47485, -0.72174], [-1.99048, -5.04588, -0.37886], [-2.91589, -4.75336, -1.44908], [-2.18701, -4.14019, -2.46072], [0.62758, -4.90808, -4.13872], [1.39142, -5.29694, -5.23251], [2.24463, -4.18759, -5.56238], [1.97293, -3.17413, -4.65083], [-3.04766, -1.41271, -4.32383], [-2.74278, -1.84387, -2.63937], [-1.19079, -2.73661, -4.64805], [-0.38604, -1.18663, -4.50212], [-3.40506, 2.28779, -1.09638], [-6.13421, 2.38571, -0.93169], [-7.04445, 0.22370, -2.33733], [-4.84685, -1.08332, -3.22724], [-1.39393, 2.82302, -4.58400], [-2.46519, 3.31354, -7.06489], [-4.33692, 1.38047, -7.46218], [-4.35439, -0.13254, -5.21124], [0.16453, -4.47847, -0.18561], [-2.20639, -5.62403, 0.51617], [-3.99570, -4.91207, -1.48374], [-2.52103, -3.84778, -3.45828], [-0.15968, -5.42359, -3.62623], [1.32130, -6.24768, -5.73340], [2.94866, -4.15203, -6.37800], [2.36002, -2.17388, -4.57185], [6.30202, 0.85726, 2.44495], [5.32190, 2.45042, 2.34161], [6.08708, 3.62124, 3.64778], [5.49386, 3.21173, 0.64237], [3.50394, 2.16535, 2.55744], [3.10382, 1.88574, 4.37986], [3.03882, 3.55623, 5.27753], [1.36205, 1.11962, 4.46920], [4.37912, 0.78346, 5.26088], [7.12562, 0.90020, 1.71342], [5.66538, -0.00943, 2.21406], [6.71047, 0.73876, 3.46031], [7.15888, 3.74692, 3.40852], [5.62493, 4.62350, 3.65362], [6.00328, 3.20653, 4.66635], [5.76259, 2.46093, -0.11933], [4.55220, 3.71583, 0.37040], [6.28175, 3.98160, 0.67068], [3.00880, 3.07867, 2.08159], [2.03430, 3.98995, 5.16576], [3.24250, 3.47998, 6.35579], [3.75022, 4.28550, 4.86907], [1.01911, 0.67217, 3.52050], [1.33735, 0.31602, 5.22072], [0.63891, 1.89064, 4.78031], [4.42566, -0.21704, 4.80751], [5.40382, 1.18271, 5.25544], [4.10766, 0.64784, 6.31924]],
  "lowdin_spin": [7.05, 0.00, 0.00, 0.00, 0.00, 0.00, 0.00, 0.00, 0.00, -0.03, 0.00, 0.00, 0.00, 0.00, 0.00, 0.00, 0.00, 0.00, 0.00, 0.00, 0.00, 0.00, 0.00, 0.00, 0.00, 0.00, 0.00, 0.00, 0.00, 0.00, 0.00, 0.00, 0.00, 0.00, 0.00, 0.00, 0.00, 0.00, 0.00, 0.00, 0.00, 0.00, 0.00, 0.00, 0.00, 0.00, 0.00, 0.00, 0.00, 0.00, 0.00, 0.00, 0.00, 0.00, 0.00, 0.00, 0.00, 0.00, 0.00, 0.00, 0.00, 0.00, 0.00, 0.00, 0.00, 0.00, 0.00, 0.00, 0.00, 0.00, 0.00, 0.00, 0.00, -0.02, 0.00, 0.00, 0.00, 0.00, 0.00, 0.00, 0.00, 0.00, 0.00, 0.00, 0.00, 0.00, 0.00, 0.00, 0.00, 0.00, 0.00, 0.00, 0.00, 0.00, 0.00, 0.00, 0.00]
}

=====

{
  "formula": "C34H54F5N2O3ReSbSe4Te",
  "method": "ωB97M-V/def2-TZVPD",
  "homo_lumo_gap_ha": [0.187, 0.182],
  "spin_multiplicity": 1,
  "energy_ha": -12354.6686,
  "charge": 1,
  "e_above_lowest_kcal_mol": 18.55,
  "symbols": ["Re", "C", "N", "C", "C", "C", "N", "C", "C", "C", "C", "C", "C", "C", "O", "C", "C", "C", "C", "C", "C", "C", "C", "C", "C", "C", "C", "C", "C", "C", "O", "C", "C", "C", "C", "C", "C", "C", "C", "H", "H", "H", "H", "H", "H", "H", "H", "H", "H", "H", "H", "H", "H", "H", "H", "H", "H", "H", "H", "H", "H", "H", "H", "H", "H", "H", "H", "H", "H", "H", "H", "H", "H", "H", "H", "H", "H", "H", "H", "H", "H", "H", "H", "H", "H", "H", "H", "H", "H", "H", "H", "H", "H", "F", "Te", "F", "F", "F", "F", "O", "Se", "Sb", "Se", "Se", "Se"],
  "positions_angstrom": [[-0.35242, -0.59290, 1.38801], [-2.97314, -0.21701, 2.79249], [-1.79829, 0.66040, 2.50275], [-1.20062, 1.08869, 3.80777], [-2.27707, 1.89870, 1.79544], [-1.98940, 1.80195, 0.32025], [-0.59678, 1.31601, 0.14669], [-0.32973, 0.92852, -1.27237], [-1.44140, 0.12693, -1.86929], [-2.02249, 0.54943, -3.04750], [-3.12522, -0.11454, -3.57899], [-3.55898, -1.25160, -2.91894], [-2.98206, -1.77346, -1.75082], [-1.94871, -0.99886, -1.21535], [-1.45483, -1.20512, 0.08165], [-3.55566, -3.08598, -1.20599], [-4.65245, -2.75945, -0.18398], [-2.48486, -3.95554, -0.56220], [-4.15593, -3.92351, -2.34663], [-3.80838, 0.42841, -4.83146], [-2.79534, 0.46434, -5.98426], [-5.00208, -0.42618, -5.25641], [-4.30756, 1.85206, -4.54411], [0.33797, 2.42649, 0.48331], [1.77209, 2.06505, 0.69201], [2.78927, 2.74761, 0.04210], [4.11210, 2.55414, 0.42473], [4.35690, 1.73041, 1.52375], [3.37743, 1.00501, 2.20132], [2.09077, 1.15031, 1.68115], [1.04213, 0.35766, 2.11144], [3.69606, 0.14315, 3.42070], [2.76455, 0.52483, 4.58034], [3.50203, -1.33085, 3.05636], [5.14082, 0.33670, 3.88425], [5.28541, 3.21586, -0.29364], [6.10019, 4.05198, 0.70313], [6.17528, 2.11378, -0.88635], [4.82080, 4.12730, -1.42921], [-3.67446, 0.34414, 3.41252], [-3.44996, -0.49955, 1.85560], [-2.64050, -1.10787, 3.31299], [-1.95824, 1.65928, 4.34778], [-0.91482, 0.21575, 4.38421], [-0.33033, 1.71076, 3.62104], [-3.34761, 2.01357, 1.96538], [-1.79173, 2.76030, 2.24708], [-2.66704, 1.08959, -0.14553], [-2.13022, 2.76464, -0.18105], [-0.20340, 1.83571, -1.86909], [0.62320, 0.39396, -1.27656], [-1.61688, 1.42350, -3.54261], [-4.39616, -1.79038, -3.33112], [-4.23063, -2.27182, 0.69711], [-5.41485, -2.10957, -0.61771], [-5.13745, -3.67866, 0.14829], [-2.03697, -3.49156, 0.30700], [-2.92434, -4.89405, -0.22375], [-1.70863, -4.19342, -1.29373], [-5.10504, -3.53009, -2.71245], [-3.46721, -4.00492, -3.18940], [-4.35245, -4.92793, -1.97230], [-2.38950, -0.52974, -6.17912], [-3.28179, 0.81667, -6.89492], [-1.96189, 1.13568, -5.77300], [-4.70326, -1.44384, -5.51436], [-5.76738, -0.47231, -4.47945], [-5.46093, 0.01501, -6.14156], [-3.48896, 2.52276, -4.27917], [-4.79764, 2.25984, -5.42940], [-5.03068, 1.85416, -3.72635], [0.26431, 3.17941, -0.30640], [-0.02745, 2.88907, 1.39966], [2.53197, 3.44693, -0.74226], [5.37557, 1.63591, 1.86814], [1.72829, 0.26680, 4.36566], [3.05205, -0.02907, 5.47490], [2.82857, 1.59231, 4.80401], [2.46651, -1.56188, 2.81768], [4.11538, -1.60767, 2.19779], [3.78280, -1.96643, 3.89819], [5.36113, 1.37695, 4.13252], [5.29866, -0.26022, 4.78258], [5.85889, -0.00847, 3.13875], [6.57270, 3.43188, 1.46508], [6.89101, 4.58836, 0.17654], [5.46966, 4.78732, 1.20600], [6.57218, 1.45791, -0.11097], [5.61557, 1.49979, -1.59473], [7.01903, 2.55909, -1.41612], [4.20266, 4.95038, -1.06484], [5.69152, 4.56449, -1.91855], [4.26173, 3.57722, -2.18897], [-0.17412, -5.51633, 0.89679], [-0.25949, -3.58201, 3.43157], [-1.90773, -3.01309, 2.48381], [-1.43335, -4.00314, 4.83179], [-0.50722, -1.83392, 4.13879], [1.25646, -3.39852, 4.58066], [0.50316, -2.05671, 1.81917], [2.94154, -4.39909, 1.30473], [0.95694, -4.08707, 0.15777], [1.95036, -2.33999, -2.37718], [1.36082, -4.15981, -3.53365], [1.58727, -5.88070, -2.10738]],
  "lowdin_charge": [1.78, -0.05, -0.34, -0.05, -0.14, -0.13, -0.24, -0.10, -0.17, 0.03, -0.14, 0.05, -0.06, -0.18, -0.27, -0.52, -0.01, -0.08, -0.05, -0.55, -0.04, -0.06, -0.04, -0.10, -0.14, 0.04, -0.14, 0.05, -0.06, -0.20, -0.27, -0.52, -0.02, -0.07, -0.05, -0.56, -0.04, -0.04, -0.07, 0.11, 0.08, 0.07, 0.11, 0.08, 0.09, 0.14, 0.12, 0.12, 0.15, 0.14, 0.11, 0.12, 0.09, 0.07, 0.09, 0.10, 0.02, 0.10, 0.06, 0.08, 0.10, 0.09, 0.09, 0.09, 0.08, 0.09, 0.09, 0.09, 0.08, 0.09, 0.09, 0.14, 0.13, 0.11, 0.10, 0.06, 0.10, 0.10, 0.03, 0.07, 0.10, 0.09, 0.09, 0.09, 0.08, 0.09, 0.09, 0.08, 0.09, 0.09, 0.09, 0.09, 0.09, -0.60, 1.93, -0.54, -0.45, -0.46, -0.50, -0.83, 0.05, 0.62, 0.09, 0.01, 0.18]
}